This record from the OMol25 dataset describes a structure of composition C13H17ClIrN2 in a non-equilibrium geometry. The level of theory is ωB97M-V/def2-TZVPD.

Output
total charge = +2
2S+1 = 6
total energy = -32073.670 eV

The geometry in XYZ format:
```
34
C13H17ClIrN2, DFT ωB97M-V/def2-TZVPD
C 1.217 1.693 3.323
C -0.096 2.342 3.096
H 1.054 1.103 4.206
H 2.059 2.419 3.309
H 1.282 1.021 2.391
H -0.448 1.780 2.139
H -0.770 2.112 3.928
H 0.080 3.399 2.894
C 2.047 -1.579 0.270
C 2.486 -2.754 -0.307
C 1.801 -3.340 -1.356
C 0.642 -2.768 -1.829
H 2.472 -1.037 1.123
H 3.385 -3.155 0.104
H 2.170 -4.232 -1.832
H 0.034 -3.124 -2.659
N 0.930 -1.028 -0.278
C 0.186 -1.600 -1.254
C -1.015 -0.900 -1.555
N -1.224 0.202 -0.791
C -2.328 0.975 -0.812
C -3.075 -0.400 -2.631
C -3.258 0.670 -1.793
H -2.370 1.763 -0.041
H -4.098 1.329 -1.836
C -1.957 -1.212 -2.512
H -1.706 -2.070 -3.124
H -3.785 -0.627 -3.409
Ir 0.154 0.546 0.436
C 1.121 2.103 -0.223
H 0.399 2.794 -0.687
H 1.826 1.741 -0.986
H 1.648 2.602 0.601
Cl -0.867 -0.768 2.096
```